1.
The following is a quantum chemistry calculation of C17H22N4O3W as an isolated structure, from OMol25.

```
! RIJCOSX wB97M-V def2-TZVPD def2/J DEFGRID3
* xyz 4 3
N -2.23 -1.35 0.81
C -2.48 -1.27 1.95
C -2.96 -1.18 3.33
H -2.94 -2.16 3.87
H -4.04 -0.87 3.32
H -2.34 -0.47 3.91
N -0.86 4.24 -4.80
C -0.44 5.33 -4.91
C 0.09 6.70 -5.06
H -0.66 7.42 -5.45
H 0.91 6.76 -5.78
H 0.47 7.06 -4.10
N 0.94 -3.32 -0.46
C 2.01 -3.51 -0.03
C 3.40 -3.87 0.33
H 3.97 -2.94 0.60
H 3.89 -4.36 -0.56
H 3.45 -4.65 1.12
W -1.29 0.14 -1.73
C 0.81 0.42 -1.27
O 1.79 1.03 -1.06
C -1.03 1.58 -0.13
O -0.81 2.64 0.32
C -3.21 -0.16 -2.46
C -2.67 -1.42 -2.09
C -1.42 -1.84 -2.59
C -0.61 -0.98 -3.34
C -1.21 0.20 -3.83
C -2.47 0.61 -3.38
H -4.01 0.33 -1.92
H -3.25 -2.09 -1.49
H -1.07 -2.86 -2.40
H 0.42 -1.24 -3.66
H -0.73 0.87 -4.53
H -2.83 1.55 -3.75
C 1.53 -1.85 4.47
N 1.89 -0.47 4.14
C 2.75 0.31 5.07
C 1.45 0.09 2.97
O 0.71 -0.49 2.17
H 1.97 -2.03 5.47
H 1.96 -2.54 3.70
H 0.43 -1.96 4.47
H 3.69 0.61 4.55
H 2.21 1.23 5.39
H 2.96 -0.35 5.93
H 1.87 1.14 2.91
*
```

Its expectation value of S² is 2.03. Its orbital gap (spin up / spin down) is 2.77 / 2.79 eV. The value obtained for the max |F| is 8.4 eV Å⁻¹. The lowest unoccupied orbital energy (spin up / spin down) is -16.93 / -16.91 eV. The calculation puts the relative energy (zero: lowest compared OMol25 entry of this formula, charge and spin) at 112.4 kcal/mol. The value obtained for the total energy is -1170.899723 hartree. The value obtained for the highest occupied orbital energy (spin up / spin down) is -0.724 / -0.724 hartree.



2.
The following is a quantum chemistry calculation of a 2-piece molecular cluster, C2O3S2 overall, from OMol25.

```
! RIJCOSX wB97M-V def2-TZVPD def2/J DEFGRID3
* xyz 0 1
O -0.48 -1.70 0.61
S -1.55 -1.29 -0.27
C -1.30 0.48 -0.49
O -2.27 0.30 0.36
O 1.17 1.10 0.51
C 1.95 0.32 0.20
S 3.19 -0.47 -0.29
*
```

Its orbital gap is 9.06 eV. The value obtained for the max |F| is 2.7 eV Å⁻¹. The lowest unoccupied orbital energy is -0.66 eV. The calculation puts the relative energy (zero: lowest compared OMol25 entry of this formula, charge and spin) at 0.8 kcal/mol. The value obtained for the total energy is -1098.182853 hartree. The value obtained for the highest occupied orbital energy is -0.357 hartree.



3.
The following is a quantum chemistry calculation of a 11-piece molecular cluster, C54H132N8O10 overall, from OMol25.

```
! RIJCOSX wB97M-V def2-TZVPD def2/J DEFGRID3
* xyz 6 1
C 11.08 2.24 3.81
O 9.68 1.84 3.70
C 9.02 1.79 4.87
C 7.55 1.48 4.56
N 6.88 2.52 3.75
H 6.60 3.33 4.36
H 7.53 2.92 3.08
C 5.64 2.08 3.04
C 5.22 3.14 2.04
O 6.33 3.20 1.18
C 6.22 4.23 0.24
H 11.19 3.33 3.95
H 11.64 1.91 2.93
H 11.62 1.90 4.64
H 9.09 2.73 5.47
H 9.30 0.98 5.59
H 6.97 1.42 5.53
H 7.45 0.62 3.95
H 4.86 1.88 3.75
H 5.89 1.24 2.42
H 5.06 4.16 2.52
H 4.29 2.79 1.51
H 5.49 4.05 -0.53
H 7.20 4.38 -0.20
H 5.95 5.14 0.78
C 1.99 -9.14 -2.82
O 1.12 -8.30 -3.64
C -0.24 -8.33 -3.23
C -1.02 -8.43 -4.49
N -0.63 -9.64 -5.29
H 0.42 -9.59 -5.17
H -0.85 -10.58 -5.02
C -0.99 -9.66 -6.78
C -2.50 -9.95 -6.97
O -3.31 -8.92 -6.52
C -4.67 -9.02 -6.88
H 2.42 -9.97 -3.37
H 1.43 -9.52 -1.94
H 2.84 -8.52 -2.48
H -0.50 -7.38 -2.68
H -0.50 -9.15 -2.46
H -0.74 -7.60 -5.18
H -2.09 -8.46 -4.34
H -0.38 -10.37 -7.32
H -0.77 -8.63 -7.03
H -2.67 -10.98 -6.51
H -2.64 -10.10 -8.05
H -5.30 -9.64 -6.26
H -4.75 -9.44 -7.87
H -5.11 -8.04 -6.77
C 6.67 -2.56 -1.82
C 5.85 -1.37 -2.27
N 6.63 -0.37 -3.04
C 5.87 0.91 -3.27
C 7.85 0.05 -2.23
C 7.66 0.43 -0.79
C 7.15 -0.97 -4.37
C 6.06 -1.55 -5.24
O 5.13 -0.53 -5.52
C 4.15 -0.86 -6.46
H 7.04 -3.06 -2.71
H 5.99 -3.34 -1.46
H 7.39 -2.41 -1.07
H 5.45 -0.82 -1.47
H 5.07 -1.67 -2.90
H 4.78 0.83 -3.52
H 6.25 1.46 -4.10
H 5.95 1.42 -2.28
H 8.32 0.86 -2.79
H 8.59 -0.80 -2.27
H 8.64 0.60 -0.36
H 7.23 -0.32 -0.14
H 7.14 1.36 -0.63
H 7.86 -1.75 -4.11
H 7.70 -0.25 -4.93
H 5.59 -2.36 -4.72
H 6.48 -1.93 -6.14
H 3.25 -1.26 -5.97
H 4.39 -1.60 -7.26
H 3.71 0.06 -6.83
C -7.82 0.20 -11.54
C -6.95 0.27 -10.31
N -6.44 1.80 -10.05
C -5.62 2.18 -11.20
C -7.65 2.72 -9.92
C -8.80 2.27 -9.01
C -5.68 1.89 -8.73
C -4.45 0.91 -8.61
O -3.60 1.42 -7.64
C -2.59 0.51 -7.23
H -7.60 -0.73 -12.10
H -7.64 1.03 -12.24
H -8.90 0.16 -11.37
H -6.07 -0.33 -10.47
H -7.31 0.00 -9.30
H -5.07 3.10 -10.95
H -6.27 2.43 -11.96
H -5.00 1.38 -11.58
H -7.99 2.85 -10.94
H -7.25 3.60 -9.47
H -8.45 1.86 -8.05
H -9.59 1.57 -9.45
H -9.40 3.09 -8.72
H -6.44 1.63 -7.96
H -5.32 2.89 -8.58
H -3.86 0.97 -9.52
H -4.76 -0.11 -8.53
H -3.06 -0.47 -7.12
H -2.01 0.88 -6.42
H -1.94 0.35 -8.10
C -2.57 7.07 -2.39
C -4.04 6.94 -2.88
N -5.13 7.82 -2.05
C -6.39 6.79 -1.81
C -4.44 8.26 -0.70
C -3.91 7.03 0.16
C -5.45 9.10 -2.92
C -6.44 10.16 -2.55
O -6.52 10.73 -1.46
C -8.21 12.26 -0.34
H -1.82 6.26 -2.76
H -2.39 6.89 -1.26
H -2.36 8.11 -2.11
H -4.52 6.02 -2.87
H -4.02 7.20 -3.92
H -7.26 7.19 -1.28
H -5.89 5.99 -1.28
H -6.62 6.52 -2.84
H -5.29 8.99 -0.10
H -3.73 9.12 -0.72
H -2.96 6.89 0.68
H -3.77 5.87 -1.29
H -4.60 6.23 0.64
H -5.93 8.56 -3.71
H -4.66 9.73 -3.28
H -6.89 10.61 -3.26
H -0.88 17.15 0.84
H -9.11 12.64 -0.96
H -7.37 12.97 -0.22
H -8.22 11.44 0.48
C 5.22 -4.03 3.06
C 4.27 -5.14 2.54
C 3.42 -5.79 3.66
C 2.35 -4.87 4.22
N 1.35 -5.41 5.12
C 0.39 -6.35 4.39
C -0.72 -6.49 5.45
C -0.75 -5.16 6.18
C 0.46 -4.37 5.75
C 1.97 -6.22 6.25
H 6.19 -4.41 3.41
H 4.81 -3.42 3.87
H 5.37 -3.30 2.28
H 4.80 -5.98 2.05
H 3.69 -4.65 1.79
H 4.14 -5.99 4.46
H 3.00 -6.76 3.46
H 1.78 -4.27 3.49
H 2.82 -4.07 4.78
H 0.89 -7.23 4.02
H -0.02 -5.81 3.58
H -0.45 -7.34 6.11
H -1.72 -6.80 5.18
H -0.67 -5.32 7.27
H -1.73 -4.65 6.06
H 1.02 -3.96 6.57
H 0.14 -3.72 4.90
H 2.25 -7.24 5.97
H 1.32 -6.23 7.08
H 2.85 -5.76 6.67
C -0.45 0.93 8.59
C -1.38 2.10 9.03
C -2.27 1.63 10.20
C -3.07 2.74 10.88
N -3.72 2.23 12.15
C -2.73 1.89 13.33
C -3.12 0.51 13.82
C -3.68 -0.21 12.54
C -4.50 0.88 11.85
C -4.79 3.21 12.65
H 0.08 1.29 7.76
H -0.92 -0.06 8.33
H 0.30 0.69 9.40
H -1.90 2.55 8.19
H -0.62 2.76 9.42
H -1.57 1.14 10.83
H -2.94 0.85 9.87
H -3.87 3.19 10.27
H -2.48 3.58 11.21
H -2.86 2.68 14.07
H -1.79 1.97 12.84
H -3.89 0.57 14.65
H -2.21 0.07 14.22
H -4.26 -1.08 12.81
H -2.93 -0.70 11.94
H -5.44 0.96 12.38
H -4.75 0.84 10.76
H -4.36 4.13 12.96
H -5.28 2.75 13.54
H -5.48 3.33 11.82
N 3.82 -0.40 1.06
O 4.48 0.56 0.71
O 3.59 -0.69 2.22
O 3.32 -1.12 0.17
*
```

Its orbital gap is 1.61 eV. The value obtained for the max |F| is 8.9 eV Å⁻¹. The lowest unoccupied orbital energy is -9.70 eV. The value obtained for the total energy is -3324.103170 hartree. The value obtained for the highest occupied orbital energy is -0.415 hartree.



4.
The following is a quantum chemistry calculation of C4H6FeO3 as an isolated structure, from OMol25.

```
! RIJCOSX wB97M-V def2-TZVPD def2/J DEFGRID3
* xyz 1 6
H -0.77 -0.23 3.71
C -2.24 0.15 3.21
H -3.25 0.14 2.77
H -2.13 1.04 3.86
C -1.25 -0.53 2.63
O -0.42 1.25 -0.88
C 0.45 0.40 -1.25
O 0.80 -0.52 -0.46
Fe -0.54 0.19 0.75
O 0.97 0.54 -2.45
C 1.92 -0.43 -2.88
H 2.80 -0.42 -2.23
H 1.47 -1.43 -2.89
H 2.20 -0.14 -3.90
*
```

Its expectation value of S² is 8.77. Its orbital gap (spin up / spin down) is 10.06 / 7.13 eV. The value obtained for the max |F| is 3.6 eV Å⁻¹. The lowest unoccupied orbital energy (spin up / spin down) is -4.93 / -7.65 eV. The calculation puts the relative energy (zero: lowest compared OMol25 entry of this formula, charge and spin) at 18.1 kcal/mol. The value obtained for the total energy is -1645.014606 hartree. The value obtained for the highest occupied orbital energy (spin up / spin down) is -0.551 / -0.543 hartree.



Repeat the fourth record exactly.
The following is a quantum chemistry calculation of C4H6FeO3 as an isolated structure, from OMol25.

```
! RIJCOSX wB97M-V def2-TZVPD def2/J DEFGRID3
* xyz 1 6
H -0.77 -0.23 3.71
C -2.24 0.15 3.21
H -3.25 0.14 2.77
H -2.13 1.04 3.86
C -1.25 -0.53 2.63
O -0.42 1.25 -0.88
C 0.45 0.40 -1.25
O 0.80 -0.52 -0.46
Fe -0.54 0.19 0.75
O 0.97 0.54 -2.45
C 1.92 -0.43 -2.88
H 2.80 -0.42 -2.23
H 1.47 -1.43 -2.89
H 2.20 -0.14 -3.90
*
```

Its expectation value of S² is 8.77. Its orbital gap (spin up / spin down) is 10.06 / 7.13 eV. The value obtained for the max |F| is 3.6 eV Å⁻¹. The lowest unoccupied orbital energy (spin up / spin down) is -4.93 / -7.65 eV. The calculation puts the relative energy (zero: lowest compared OMol25 entry of this formula, charge and spin) at 18.1 kcal/mol. The value obtained for the total energy is -1645.014606 hartree. The value obtained for the highest occupied orbital energy (spin up / spin down) is -0.551 / -0.543 hartree.



- The lowest max |F| belongs to which entry?
  C2O3S2